1.
Entry from the OMol25 dataset: a molecular structure, C14H21ClErSi at a distorted geometry (ωB97M-V/def2-TZVPD).

Geometry as XYZ:
```
38
Properties=species:S:1:pos:R:3:forces:R:3
C 1.9871 -2.1951 0.7102 -0.468 -1.246 -0.454
C 2.0345 -2.2843 -0.7192 -0.454 -1.060 0.107
C 0.6893 -2.4974 -1.1983 0.282 -1.090 1.612
H 2.9503 -2.1929 -1.3170 -0.676 0.123 0.225
C -0.1760 -2.5886 -0.0300 1.028 -0.609 -0.355
C 0.6461 -2.4133 1.1266 0.020 -0.633 -0.508
H 0.3425 -2.6137 2.1615 0.050 0.561 -0.620
H 2.8338 -2.1003 1.3850 -0.239 0.221 -0.349
H 0.3827 -2.6732 -2.2160 0.038 0.210 -0.137
H -1.2120 -2.9600 -0.0004 0.563 0.689 -0.189
Er 0.8314 -0.2376 -0.3447 -0.381 2.239 -0.301
Cl 3.1887 0.4602 0.0943 0.170 0.875 0.219
C 1.2130 1.9721 -3.5754 0.223 -0.510 0.039
C -0.0157 1.3319 -3.9175 0.183 -0.457 0.109
C 0.2924 0.1126 -4.5981 0.582 0.405 0.293
H -1.0192 1.7401 -3.7581 0.385 -0.155 -0.043
C 1.7153 0.0032 -4.6714 -0.298 0.421 0.097
C 2.2846 1.1501 -4.0428 -0.616 -0.150 -0.111
H 3.3506 1.3937 -3.9945 -0.443 -0.144 0.094
H 1.3167 2.9545 -3.1040 -0.042 -0.384 -0.158
H -0.4267 -0.5731 -5.0485 0.180 0.166 0.190
H 2.2714 -0.7898 -5.1910 -0.272 0.366 0.334
C -0.7274 -0.4028 3.5639 -0.395 -0.197 0.240
Si -1.6939 0.8459 2.4855 2.403 0.165 -0.311
C -3.5246 0.9277 2.9113 -0.084 -0.007 -0.109
C -0.6879 2.4228 2.9118 -0.645 0.127 0.154
C -1.1331 0.5918 0.7306 -0.725 0.239 -0.351
H -0.8401 -0.1993 4.6413 0.016 -0.056 -0.228
H 0.3464 -0.3162 3.3127 -0.494 0.039 0.047
H -1.0221 -1.4460 3.3884 0.024 0.170 0.099
H -3.6459 1.1709 3.9760 -0.098 -0.039 -0.232
H -4.0293 1.6900 2.2981 0.151 -0.138 0.247
H -4.0252 -0.0306 2.7043 0.172 0.214 0.118
H 0.3812 2.2197 2.7355 -0.393 -0.041 0.053
H -0.9839 3.2391 2.2382 0.100 -0.015 0.224
H -0.8152 2.7527 3.9547 0.081 0.023 -0.256
H -1.2260 1.5787 0.2151 0.006 -0.207 0.228
H -1.8542 -0.0437 0.1817 0.065 -0.113 -0.017
```
Forces are in eV/Å.

Summary:
Expectation value of S² ... 3.753
Maximum force ... 0.0472 hartree/bohr
Net charge ... -1
LUMO (spin up / spin down) ... 2.586 / 2.588 eV
HOMO level (spin up / spin down) ... -0.1262 / -0.1262 Eh
Spin multiplicity ... 4


2.
Entry from the OMol25 dataset: a single C5H8O molecule (ωB97M-V/def2-TZVPD).

Geometry as XYZ:
```
14
Properties=species:S:1:pos:R:3:forces:R:3
C 1.5212 -0.6960 -0.3862 0.089 -0.069 -0.055
C 0.2104 -0.5947 0.3657 0.203 -0.111 0.130
O 0.4491 0.4668 1.2855 -0.217 -0.348 0.251
C -1.0000 -0.3911 -0.6333 -0.024 0.078 -0.003
C -1.4391 0.9896 -0.4475 0.113 0.407 0.393
C -1.3884 2.0648 0.0932 -0.050 -0.340 -0.290
H 1.6136 0.1582 -1.0674 -0.007 -0.153 0.071
H 2.3369 -0.6371 0.3380 -0.020 -0.135 -0.164
H 1.5975 -1.6259 -0.9561 -0.024 0.121 0.013
H -0.0019 -1.5009 0.9442 0.145 -0.052 -0.146
H -0.2807 0.5372 1.9149 0.068 -0.039 -0.267
H -0.6695 -0.5806 -1.6635 0.004 0.119 0.228
H -1.8012 -1.1167 -0.4425 0.113 0.250 0.100
H -1.1428 2.9231 0.6725 -0.394 0.271 -0.262
```
Forces are in eV/Å.

Summary:
Maximum force ... 0.0112 hartree/bohr
Net charge ... 0
SMILES ... C#CC[C@@H](C)O
LUMO ... 0.905 eV
HOMO level ... -0.3582 Eh
Energy above the lowest of the compared OMol25 structures with the same formula, charge and spin ... 258.8 kJ/mol


3.
Entry from the OMol25 dataset: 2 unconnected molecules or ions with the total composition C12H19N2O3 at a distorted geometry (ωB97M-V/def2-TZVPD).

Geometry as XYZ:
```
36
Properties=species:S:1:pos:R:3:forces:R:3
C 0.8539 0.0106 0.4487 -0.299 -1.230 -0.428
C -0.1066 -1.0559 -0.3786 -1.726 0.208 0.080
C 0.6263 -1.9591 -1.5415 -0.128 0.673 -0.679
N -1.4733 -1.1309 -0.1083 3.045 0.255 -4.639
C -2.2510 -1.5421 -1.3411 -1.231 -2.165 -1.269
C -3.0552 -3.0034 -1.2334 0.040 2.478 -3.124
N -3.8599 -3.5462 -2.4173 1.967 4.089 -0.648
C -3.9727 -2.7878 -3.7415 2.022 2.432 1.766
C -3.2290 -1.3117 -3.9961 0.450 -2.192 4.374
C -2.3489 -0.6453 -2.7418 -1.567 -3.821 -0.140
C -1.5914 0.8074 -2.8055 -1.795 5.986 2.370
O -2.2120 1.8944 -2.3116 4.022 -7.720 -3.269
O -0.2024 0.9564 -3.3528 -3.333 -1.068 2.568
H 0.4967 0.1218 1.5581 0.768 -0.143 -2.286
H 1.9576 -0.3842 0.3507 -2.258 0.837 0.494
H 0.8258 1.0588 -0.0845 -0.217 -2.089 1.048
H 0.2904 -3.0873 -1.4904 0.747 2.320 0.173
H 1.7989 -1.8322 -1.4866 -2.543 -0.429 0.108
H 0.3243 -1.5907 -2.6361 0.549 -0.637 2.460
H -3.0104 -3.6219 -0.2364 -0.199 1.279 -2.330
H -4.3656 -4.4794 -2.3367 0.951 1.728 -0.082
H -4.6216 -3.2286 -4.6279 1.517 0.746 2.354
H -3.3255 -0.7626 -5.0284 0.129 -1.310 2.306
H 0.3101 1.3787 -2.6021 -0.897 -0.216 -1.188
C 1.8784 1.8314 4.4903 -0.106 -0.294 0.102
C 2.7832 2.0784 3.2937 -0.114 0.564 0.495
C 3.7538 3.2183 3.5589 0.340 0.007 -0.130
O 1.9855 2.3925 2.1553 -0.274 -0.005 -0.395
H 1.2745 2.7179 4.7147 0.175 0.005 -0.003
H 1.1770 1.0167 4.2806 0.140 0.042 0.047
H 2.4614 1.5717 5.3792 -0.112 0.046 -0.082
H 3.3422 1.1657 3.0604 -0.159 0.112 -0.174
H 3.2165 4.1539 3.7502 -0.035 -0.143 0.101
H 4.3902 3.3928 2.6847 -0.058 -0.097 0.144
H 4.3931 3.0002 4.4199 -0.076 0.074 -0.096
H 1.4855 3.2018 2.3533 0.265 -0.323 -0.032
```
Forces are in eV/Å.

Summary:
Maximum force ... 0.1808 hartree/bohr
Net charge ... +1
LUMO ... -5.391 eV
HOMO level ... -0.4518 Eh
Energy above the lowest of the compared OMol25 structures with the same formula, charge and spin ... 1081.9 kJ/mol